1.
Entry from the Open Molecules 2025 dataset: a cluster of 2 separate species, C38H57BBr2ClI3N2O5PS in total (ωB97M-V/def2-TZVPD).

total charge: +1
total energy: -9232.96199 hartree

Geometry as XYZ:
```
111
Properties=species:S:1:pos:R:3:forces:R:3:mulliken_charge:R:1
C -2.6139 0.3973 -0.6145 1.50 -0.08 0.68 -0.239
C -1.6526 1.1471 -0.4410 -0.25 -0.65 -1.76 -1.387
C -0.3782 2.0964 -0.6291 -2.70 0.66 2.78 2.561
C -0.9741 3.5299 -0.9939 -0.47 0.79 -0.25 -0.888
O -2.2847 3.3102 -1.5503 -0.22 1.22 0.07 -0.033
C -3.1236 4.4360 -1.4985 -1.29 1.79 0.20 0.230
C -2.9323 5.5051 -2.5297 -2.81 0.29 2.51 -0.221
C -3.8928 6.6837 -2.5052 0.31 -2.64 1.59 -0.552
C -4.9848 6.7457 -1.4796 1.93 -1.91 0.00 -0.465
C -5.1131 5.6711 -0.4269 2.05 -0.72 -1.85 -0.440
C -4.1757 4.4783 -0.4128 0.09 2.82 -2.49 -0.268
O 0.6861 1.5859 -1.3619 -0.35 -0.26 0.53 0.951
C 0.6652 1.4775 -2.7700 0.62 0.19 -3.46 1.520
C -0.7097 1.3394 -3.5534 -1.17 -0.81 -0.74 -0.725
C -0.5708 0.7243 -5.0422 -1.52 0.23 -0.05 -0.177
C -2.0115 0.9624 -5.7503 1.28 0.73 0.85 -1.055
I -2.6222 -0.7231 -6.9863 0.18 0.65 0.47 -0.011
B 1.4723 2.7419 -3.4871 0.32 1.37 -0.77 0.483
O 0.8697 3.4808 -4.5863 0.71 -1.95 0.65 -0.793
N 2.8149 3.2236 -3.0559 -0.77 1.25 -0.81 -0.223
C 2.6585 4.4109 -2.1261 -0.06 -0.57 0.14 -0.444
C 3.6068 3.7937 -4.1872 1.18 0.33 -0.11 -1.077
C 1.5428 0.2062 -3.2586 -0.74 -1.57 1.94 -0.946
Br 2.8701 0.3984 -4.7338 -1.24 0.13 1.18 -0.125
C 1.4284 -1.0711 -2.7564 1.55 0.64 -1.38 0.031
C 2.2986 -2.2710 -3.3456 -1.06 0.00 0.27 -1.278
Br 0.1679 -1.5279 -1.3396 0.82 0.43 -1.07 -0.005
C 0.1564 2.2082 0.9106 1.07 -0.75 -0.24 -1.614
O -0.8838 2.5811 1.8201 0.57 0.27 -0.40 -0.147
C -0.8862 1.9006 3.0733 -0.96 0.88 1.06 1.561
C -1.7868 2.7883 4.0401 0.26 0.44 -0.15 -1.416
C -2.3338 3.6285 4.7495 0.99 0.10 -1.35 0.084
C 0.4945 1.7084 3.8232 0.26 0.02 0.17 -1.139
C 1.2124 3.0471 4.3166 1.15 -0.68 -0.28 0.075
C 1.7222 2.8219 5.8013 -0.07 -0.29 0.20 -0.761
S 2.9593 1.4042 5.6914 0.06 -0.06 0.15 -0.255
P -1.7638 0.1891 3.0845 -0.30 -0.92 1.24 -0.002
O -1.0516 -0.8397 1.9399 -0.45 0.90 0.29 -0.189
Cl -3.7592 0.6729 2.5333 1.17 -0.17 -0.32 -0.270
C 1.4147 3.1735 1.0420 2.00 -1.70 -0.06 -1.223
I 1.2172 5.3334 1.3481 -0.33 -1.40 -0.15 0.049
C 2.7322 2.7234 1.0223 -1.41 1.58 -0.02 0.404
C 3.9844 3.6631 1.2237 0.14 -0.81 0.51 -1.314
I 3.2191 0.6046 0.7546 -0.31 1.34 0.21 -0.039
H -3.2971 -0.4931 -0.6581 0.93 1.77 0.11 0.351
H -0.3654 4.1423 -1.7302 -0.28 -0.96 0.66 0.222
H -1.1138 4.2219 -0.0929 0.40 -1.32 -0.87 0.550
H -2.1067 5.3904 -3.2883 -1.12 0.23 0.92 0.347
H -3.7389 7.4570 -3.3118 -0.48 -0.83 1.22 0.325
H -5.6885 7.6287 -1.4965 0.90 -1.27 0.11 0.330
H -5.9303 5.7052 0.3560 1.13 0.12 -1.17 0.329
H -4.2579 3.6529 0.3600 0.19 1.17 -1.20 0.370
H -1.2529 2.3262 -3.7052 0.92 -1.03 0.58 0.390
H -1.4614 0.6367 -3.0596 1.20 0.97 -0.27 0.295
H -0.4301 -0.3964 -5.0355 0.39 1.38 0.14 0.358
H 0.1736 1.2757 -5.6810 -0.55 -0.97 0.79 0.043
H -1.8959 1.8570 -6.4261 -0.61 -1.02 0.74 0.470
H -2.7669 1.1321 -4.9301 0.52 -0.26 -1.26 0.426
H 1.2535 3.1511 -5.4246 -0.30 0.60 0.46 0.329
H 1.7491 4.2337 -1.4857 1.25 0.36 -0.30 -0.158
H 3.6216 4.4629 -1.5380 -1.26 0.19 -0.36 0.263
H 2.5173 5.3836 -2.7039 0.07 -1.17 0.67 0.346
H 3.1382 4.7127 -4.6625 0.32 -1.04 0.53 0.334
H 3.8524 3.0556 -5.0044 -0.38 0.63 1.00 0.284
H 4.5985 4.1406 -3.7385 -1.16 -0.47 -0.67 0.278
H 3.3970 -2.0331 -3.4248 -1.28 -0.06 0.12 0.385
H 1.8731 -2.4769 -4.3772 0.70 0.17 1.09 0.337
H 2.1754 -3.2202 -2.7400 0.05 1.24 -0.56 0.107
H 0.4253 1.1218 1.1613 0.27 1.60 -0.47 1.057
H -2.6776 4.6142 5.1734 0.33 -2.02 -0.43 0.398
H 1.2334 1.1304 3.1805 -1.07 0.55 0.74 0.074
H 0.2980 1.0805 4.7567 0.07 0.67 -1.37 0.841
H 2.1512 3.1526 3.6726 -1.21 0.05 0.82 -0.298
H 0.6221 3.9941 4.1507 0.42 -1.18 0.54 0.339
H 0.8916 2.4474 6.4675 0.82 0.84 -0.64 0.387
H 2.2951 3.6953 6.2237 -1.00 -0.82 -0.44 0.400
H 3.1070 0.8596 6.9532 -0.52 0.86 -0.67 0.132
H -1.0006 -1.7317 2.3351 -0.11 0.81 -0.05 0.196
H 3.9704 4.6103 0.6121 -0.24 -1.17 0.58 0.330
H 4.9250 3.0837 0.9866 -1.07 0.70 0.26 0.414
H 4.0316 3.9653 2.3279 -0.07 -0.39 -1.46 0.240
C 1.4857 -3.7327 1.1133 0.15 -0.06 0.13 -0.823
C 1.8552 -5.1896 1.3537 0.03 0.15 -0.04 -0.414
C 1.1308 -6.1653 0.4249 0.30 -0.19 0.27 -1.102
C -0.3754 -6.3302 0.5963 0.20 -0.13 -0.35 -0.609
N -0.8778 -6.8128 1.9638 -0.61 0.08 0.34 0.414
C -2.1090 -7.7090 1.7519 0.24 0.05 -0.15 -0.704
C -1.5191 -9.0788 1.4948 -0.13 -0.10 -0.32 -0.539
C -0.3592 -9.1612 2.4712 0.24 -0.50 0.22 -0.671
C 0.0718 -7.7241 2.7465 0.08 0.05 0.08 -0.452
C -1.2926 -5.6244 2.8010 0.25 -0.27 -0.21 -1.256
H 0.4155 -3.5557 1.2503 -0.01 0.09 -0.10 -0.016
H 2.0231 -3.0894 1.8123 -0.07 0.05 -0.05 0.363
H 1.7539 -3.4251 0.1018 -0.11 0.01 0.08 0.184
H 1.6898 -5.4413 2.4049 0.04 -0.08 0.02 0.318
H 2.9308 -5.3001 1.1854 -0.10 -0.08 0.05 0.424
H 1.6105 -7.1478 0.4866 -0.08 0.01 -0.03 0.327
H 1.3023 -5.8399 -0.6073 -0.23 -0.02 0.05 0.521
H -0.7118 -7.0590 -0.1446 -0.02 -0.01 0.20 0.352
H -0.9001 -5.3987 0.3705 -0.01 -0.08 0.24 0.513
H -2.6901 -7.7025 2.6770 0.11 0.12 -0.07 0.444
H -2.7091 -7.3140 0.9310 0.06 0.11 0.16 0.374
H -1.1563 -9.1620 0.4672 -0.11 0.03 0.03 0.271
H -2.2469 -9.8767 1.6490 0.00 0.15 -0.05 0.445
H 0.4598 -9.7605 2.0704 -0.06 0.08 0.05 0.338
H -0.6733 -9.6365 3.4041 0.04 0.07 -0.11 0.308
H 1.1064 -7.5427 2.4751 -0.15 0.22 -0.08 0.254
H -0.0445 -7.4941 3.8069 -0.03 0.21 -0.19 0.335
H -2.0521 -5.0664 2.2538 0.08 -0.03 0.04 0.451
H -0.4177 -5.0061 2.9911 -0.06 0.01 -0.05 0.421
H -1.7051 -5.9848 3.7430 0.06 0.00 -0.09 0.478
```
Forces are in eV/Å.

2.
Entry from the Open Molecules 2025 dataset: a cluster of 3 separate species, C38H58BrN2O11P in total (ωB97M-V/def2-TZVPD).

2S+1: 3
total energy: -5335.13506 hartree

Geometry as XYZ:
```
111
Properties=species:S:1:pos:R:3:forces:R:3:mulliken_spin:R:1
C 3.8224 -1.7872 2.8643 -0.77 -0.46 -0.58 0.000
C 3.8478 -1.5086 1.3772 1.38 0.88 0.08 0.000
O 4.4342 -0.5327 0.9550 -0.64 -0.45 -0.11 0.000
O 3.2158 -2.3822 0.5476 -0.23 0.56 0.56 0.000
C 2.5651 -1.6576 -0.5072 -0.73 0.03 -0.49 0.000
C 1.4894 -2.5108 -1.2039 0.48 -0.05 0.40 0.002
C 0.4232 -1.5454 -1.6575 -0.12 -1.12 0.24 -0.002
C -0.7689 -1.3979 -0.9623 0.55 -0.60 0.44 0.001
Br -1.0969 -2.4437 0.5960 -0.11 0.24 -0.24 0.003
C -1.6990 -0.4844 -1.3858 -1.74 -0.20 1.14 0.000
O -2.8598 -0.3342 -0.6508 0.35 0.49 0.35 0.000
C -2.5829 0.6053 0.4114 -0.38 -0.05 -0.29 0.000
C -3.8655 1.1087 1.0623 0.55 1.05 -0.09 0.000
C -4.5796 2.1648 0.1802 -0.30 -0.95 0.42 0.000
O -3.4619 1.7557 2.2840 -0.05 -0.46 0.08 0.000
C -1.5234 0.3050 -2.4857 -0.43 0.46 -0.60 0.000
C -0.3552 0.1781 -3.1692 0.65 0.44 -0.88 0.000
C 0.5939 -0.7348 -2.7530 1.51 -0.03 -0.79 0.000
C 1.8846 -0.7831 -3.5522 -0.46 0.29 -0.30 0.000
O 2.4891 -1.8001 -3.7987 -0.08 0.31 0.04 0.000
C 2.3401 0.5734 -4.0506 0.74 -1.16 1.28 0.000
P 4.1602 0.9355 -4.0284 0.84 0.40 -1.03 0.000
C 4.2716 2.1931 -2.6389 -0.89 -0.79 -0.01 0.001
O 4.9746 -0.3664 -3.4172 -0.78 0.71 0.38 0.000
C 1.4226 1.4440 -4.4462 -0.43 0.58 -0.30 0.000
C 1.7636 2.8394 -4.9290 -0.25 0.63 1.10 0.000
C 0.8209 3.8596 -4.2606 -1.35 0.17 -0.98 0.000
O -0.2007 4.2131 -4.8011 0.99 -0.08 0.59 0.000
O 1.1155 4.3350 -3.0288 0.25 -0.38 -0.30 0.006
C -0.0310 1.0341 -4.3684 -0.03 -0.18 -0.36 0.000
O -0.8479 1.3453 -5.2034 0.26 -0.01 0.50 0.000
H 4.4664 -2.6375 3.0887 -0.11 0.00 0.12 0.000
H 2.7888 -2.0108 3.1439 0.17 -0.27 0.09 0.000
H 4.1278 -0.8990 3.4059 0.27 -0.01 -0.15 0.000
H 3.2531 -1.2496 -1.2491 0.27 -0.23 0.18 0.000
H 2.0522 -0.7974 -0.0647 0.17 -0.03 0.14 0.000
H 1.9003 -3.0802 -2.0318 0.02 0.14 -0.04 0.000
H 1.0974 -3.2321 -0.4898 -0.10 0.16 0.00 0.001
H -1.9312 0.1714 1.1755 -0.07 -0.21 -0.11 0.000
H -2.0613 1.4542 -0.0537 -0.02 0.09 0.24 0.000
H -4.5094 0.2777 1.3464 0.00 0.03 -0.04 0.000
H -4.0135 2.3389 -0.7343 -0.21 0.15 -0.06 0.000
H -4.6804 3.0714 0.7743 0.13 0.08 -0.16 0.000
H -5.5919 1.8224 -0.0422 0.09 0.12 -0.33 0.000
H -2.6008 2.1546 2.1247 0.01 0.16 0.10 0.000
H -2.2739 1.0139 -2.8083 -0.12 -0.04 0.11 0.000
H 4.5956 3.1477 -3.0472 0.16 -0.02 0.16 0.000
H 4.9369 1.8249 -1.8557 0.22 0.19 -0.16 0.000
H 3.2870 2.2855 -2.1664 0.11 0.19 0.02 0.000
H 4.8732 -0.3836 -2.4555 0.16 -0.41 0.04 0.000
H 1.6607 2.9815 -6.0020 -0.03 -0.17 -0.01 0.000
H 2.7672 3.1092 -4.5928 0.14 -0.22 -0.43 0.000
H 1.9410 3.9677 -2.6871 0.01 0.01 0.06 0.000
C -1.7303 -9.6883 1.0377 -0.27 -0.10 -0.14 0.017
C -1.4003 -8.2754 1.5903 0.21 -2.06 -0.05 0.019
C -2.1738 -8.0154 2.8906 -0.34 0.52 0.13 0.020
C -3.6405 -7.6359 2.6994 0.02 -0.07 -0.05 -0.020
C -3.7855 -6.5234 1.6661 0.20 0.00 0.49 0.022
C -3.1131 -6.8693 0.3382 -1.39 -0.59 -1.17 0.027
N -1.6833 -7.2578 0.5337 0.05 1.65 2.01 0.353
O -0.9904 -6.1931 0.7970 0.28 0.01 -0.74 0.571
C -3.9006 -8.0051 -0.3439 0.04 -0.32 0.10 0.009
C -3.2428 -5.6932 -0.6287 0.52 0.34 0.02 -0.016
C 0.0867 -8.3256 1.9439 0.27 0.63 -0.13 -0.003
H -1.7696 -9.6937 -0.0514 -0.03 0.07 0.02 -0.012
H -0.9653 -10.4142 1.3110 0.03 0.10 0.16 0.001
H -2.6783 -10.0750 1.4146 -0.02 0.03 -0.07 0.001
H -1.6880 -7.2034 3.4416 0.09 0.03 -0.13 0.003
H -2.1103 -8.8981 3.5310 0.15 -0.06 -0.11 0.001
H -4.2273 -8.5117 2.4087 0.01 0.02 -0.06 -0.001
H -4.0536 -7.3014 3.6535 0.01 -0.04 0.00 0.002
H -4.8445 -6.3149 1.4984 0.03 -0.02 -0.18 0.000
H -3.3556 -5.6009 2.0705 0.13 -0.02 -0.10 0.004
H -3.4206 -8.3046 -1.2768 0.03 0.02 0.02 -0.006
H -4.9071 -7.6627 -0.5862 0.05 0.14 0.02 0.000
H -4.0250 -8.8914 0.2729 0.08 0.00 -0.01 0.001
H -2.8135 -4.7733 -0.2391 0.13 -0.06 0.07 0.005
H -4.2947 -5.4924 -0.8326 -0.04 -0.17 0.09 0.000
H -2.7578 -5.9146 -1.5814 0.04 -0.03 0.03 -0.002
H 0.7027 -8.4685 1.0544 -0.03 0.01 -0.01 -0.002
H 0.2753 -9.1559 2.6245 -0.19 -0.08 -0.06 0.001
H 0.4217 -7.4220 2.4517 -0.04 0.07 -0.16 0.000
C 0.8338 8.5110 0.0027 0.17 0.20 0.22 0.020
C 0.5092 7.0074 0.2131 -0.41 1.85 -0.85 0.019
C -0.6077 6.8424 1.2528 0.05 -0.39 0.55 0.025
C -0.1576 6.9842 2.7063 0.04 0.05 -0.07 -0.020
C 1.0714 6.1224 2.9821 -0.53 -0.10 -0.10 0.026
C 2.2129 6.4053 2.0053 1.21 1.19 0.95 0.028
N 1.7627 6.2843 0.5882 -1.65 -1.90 0.82 0.387
O 1.6238 5.0245 0.3049 0.64 0.08 -0.51 0.554
C 2.7743 7.8131 2.2844 -0.14 0.26 -0.10 0.010
C 3.3836 5.4678 2.2934 -0.06 -0.53 -0.34 -0.012
C -0.0373 6.5273 -1.1299 0.17 -0.61 -0.03 -0.045
H 1.8994 8.6727 -0.1601 0.00 -0.06 0.05 -0.014
H 0.3347 8.9081 -0.8802 -0.14 -0.13 0.03 0.002
H 0.5206 9.1298 0.8452 0.08 -0.01 0.02 0.001
H -1.0610 5.8520 1.1395 0.12 -0.04 -0.11 0.002
H -1.4006 7.5648 1.0479 0.08 0.03 -0.18 0.000
H 0.0444 8.0323 2.9441 0.06 -0.02 -0.01 0.000
H -0.9712 6.6783 3.3674 -0.01 0.03 -0.01 0.002
H 1.4143 6.2885 4.0058 0.17 0.03 -0.07 0.001
H 0.7874 5.0663 2.9256 0.08 -0.01 -0.15 0.001
H 3.5645 8.0640 1.5751 -0.02 -0.03 -0.02 -0.007
H 3.2067 7.8468 3.2850 0.00 -0.15 -0.01 0.000
H 2.0278 8.6021 2.2528 -0.01 -0.02 -0.08 0.001
H 3.1023 4.4173 2.2335 -0.05 0.04 -0.12 0.001
H 3.7597 5.6412 3.3016 -0.09 0.16 0.00 0.000
H 4.2053 5.6425 1.5965 -0.04 0.00 -0.03 0.000
H 0.7227 6.5784 -1.9083 0.00 0.00 0.01 0.008
H -0.8781 7.1489 -1.4383 0.07 0.17 0.18 -0.001
H -0.4098 5.5058 -1.0841 0.19 -0.05 -0.01 0.005
```
Forces are in eV/Å.

One value per record, in order, for maximum force: 3.93 2.65 eV/Å.